{"formula": "C42H36ClGdN2P2", "method": "ωB97M-V/def2-TZVPD", "species": ["Gd", "Cl", "P", "P", "N", "N", "C", "C", "C", "C", "C", "C", "C", "C", "C", "C", "C", "C", "C", "C", "C", "C", "C", "C", "C", "C", "C", "C", "C", "C", "C", "C", "C", "C", "C", "C", "C", "C", "C", "C", "C", "C", "C", "C", "C", "C", "C", "C", "H", "H", "H", "H", "H", "H", "H", "H", "H", "H", "H", "H", "H", "H", "H", "H", "H", "H", "H", "H", "H", "H", "H", "H", "H", "H", "H", "H", "H", "H", "H", "H", "H", "H", "H", "H"], "xyz": [[-0.4908, -0.4156, 0.0370], [-2.6066, -0.1923, 1.5180], [-1.3813, 0.7445, -2.2225], [1.1095, -1.6779, 1.7939], [0.6546, 1.7174, 0.6011], [-0.4764, 5.3977, 3.5316], [-1.1362, -0.3054, -4.7198], [0.1148, 2.6085, 1.4574], [0.8998, -0.2639, -6.0225], [-0.4742, -0.5703, -5.9201], [-1.6746, -4.7275, 1.6498], [2.1734, 0.2588, 3.5086], [1.9800, 4.1346, 1.2382], [-0.4444, 0.3278, -3.6772], [0.0732, 4.7096, 2.7578], [-1.3070, -5.4680, 2.7929], [-5.3296, 0.4619, -2.9248], [0.0937, -3.1320, 2.1379], [4.7566, -1.7640, -0.0428], [-3.0350, 0.0605, -2.2705], [2.7628, -2.1022, 1.2981], [-0.9895, -3.5558, 1.3330], [0.3935, -3.8161, 3.3244], [3.3429, -3.2020, 1.9229], [-3.3598, -1.2319, -1.8064], [-0.2666, -5.0069, 3.6411], [0.7113, 3.8103, 1.8151], [3.4554, -1.3996, 0.2847], [1.2388, 0.7721, 5.6935], [-2.1619, 3.0535, -0.9037], [-4.0230, 0.9206, -2.7665], [0.0930, -0.7708, 4.2261], [-1.7362, 5.2691, -1.7931], [1.1660, -0.7028, 3.3130], [1.8447, 2.0339, 0.0266], [-0.9898, 4.7206, -2.8525], [0.9434, 0.5546, -3.7455], [-4.6680, -1.6972, -1.9432], [-0.8395, 3.3377, -2.9411], [4.6505, -3.5774, 1.6182], [0.1536, -0.0859, 5.4428], [1.6241, 0.2749, -4.9334], [-2.3047, 4.4418, -0.8016], [-5.6467, -0.8586, -2.5230], [2.2309, 0.9720, 4.7107], [5.3620, -2.8467, 0.6299], [2.5283, 3.2074, 0.3351], [-1.4938, 2.5091, -2.0229], [-3.7654, 1.9303, -3.0396], [1.1142, -0.6911, -1.2235], [-0.2594, 2.8909, -3.7405], [3.5315, 3.3769, -0.1542], [1.3168, 1.2779, 6.6546], [-2.5018, -5.0819, 0.9892], [-1.3020, -2.9909, 0.4549], [2.9134, 0.4377, 2.7289], [0.0376, -5.5785, 4.5284], [-4.9334, -2.7297, -1.6161], [-1.8278, -6.3996, 3.0244], [-2.8750, 4.8757, 0.0316], [-2.1833, -0.5455, -4.5918], [2.7769, -3.7730, 2.6555], [1.4227, -0.4423, -6.9603], [-1.0316, -0.9854, -6.7707], [-1.8892, 6.3441, -1.7340], [5.1119, -4.4247, 2.1476], [2.7054, 0.4958, -5.0227], [1.1425, -3.4391, 4.0094], [2.9756, -0.6063, -0.2716], [1.4778, 0.9196, -2.8725], [-0.8418, 2.3128, 1.8358], [-2.6030, -1.8657, -1.3443], [-0.6146, -0.2595, 6.2083], [-6.0849, 1.1146, -3.3764], [-0.5581, 5.3695, -3.6294], [2.1758, 1.2732, -0.6586], [-0.1752, -1.9280, -1.2398], [5.3025, -1.1841, -0.8311], [2.4462, 5.0434, 1.5051], [3.0747, 1.6601, 4.9124], [-2.5613, 2.4037, -0.1359], [-0.7720, -1.3712, 4.0066], [6.3916, -3.1216, 0.3806], [-6.6589, -1.2366, -2.6669]], "forces_ev_per_angstrom": [[-1.705, 0.372, 3.259], [0.463, 0.012, -0.452], [-0.672, 0.864, -1.927], [-0.462, 0.399, 0.011], [0.781, 1.138, -0.235], [1.378, -1.629, -1.937], [0.376, 0.069, -0.490], [0.185, -0.487, -0.338], [-0.194, 0.120, 0.298], [0.410, 0.216, 0.215], [-0.277, -0.378, 0.128], [-0.012, -0.144, 0.381], [-1.636, -2.062, -0.229], [0.106, -0.535, 0.144], [-1.238, 1.118, 1.503], [0.552, 0.514, 0.027], [0.099, -0.735, 0.210], [-0.271, -0.173, 0.475], [0.465, -0.063, -0.087], [-0.076, -0.073, 0.500], [0.537, -0.206, -0.559], [0.654, -0.119, 0.479], [-0.471, -0.877, -0.154], [0.651, -0.167, 0.054], [-0.305, 0.160, -0.306], [-0.600, -0.101, -0.601], [1.265, 0.439, -0.460], [0.031, -0.582, 0.580], [0.086, -0.301, -0.409], [-0.035, 0.754, -0.267], [-0.686, -0.341, -0.017], [0.633, 0.145, 0.320], [-0.066, -0.439, 0.036], [-0.553, 0.741, 0.289], [-1.011, 0.309, 1.048], [-0.107, 0.023, 0.101], [0.138, -0.108, -0.650], [-0.204, -0.104, -0.088], [-0.067, 0.592, -0.179], [0.436, 0.490, -0.667], [0.451, 0.209, -0.129], [-0.336, 0.059, 0.033], [0.129, -0.323, -0.245], [0.536, 0.334, -0.040], [-0.151, 0.043, 0.231], [-0.394, -0.071, 0.341], [1.090, 0.338, -0.452], [0.422, -0.033, 0.558], [-0.034, 0.120, -0.163], [0.037, -0.910, -0.827], [-0.143, 0.175, -0.047], [-1.327, -0.053, 0.679], [-0.017, -0.073, -0.251], [0.796, 0.354, 0.737], [0.144, -0.194, 0.020], [0.073, -0.204, 0.255], [-0.312, 0.308, -0.432], [0.238, 1.066, -0.278], [0.182, 0.327, -0.065], [0.370, -0.206, -0.429], [0.000, 0.031, -0.169], [0.241, 0.122, -0.150], [-0.137, -0.031, 0.195], [0.408, 0.150, 0.453], [0.091, -0.181, -0.024], [-0.196, 0.501, -0.426], [-0.855, -0.269, 0.040], [0.045, 0.004, -0.075], [-0.041, 0.026, 0.150], [-0.068, 0.111, -0.211], [-0.442, 0.045, 0.474], [-0.129, -0.003, -0.245], [0.315, 0.260, -0.476], [0.285, -0.342, 0.278], [-0.202, -0.351, 0.530], [0.542, 0.158, -0.222], [0.875, 0.327, -0.633], [-0.497, -0.775, 0.866], [0.597, 0.776, 0.137], [-0.690, -0.459, -0.216], [-0.238, -0.080, -0.002], [-0.091, -0.321, 0.009], [-0.426, 0.057, 0.123], [0.259, 0.123, 0.094]], "e_lumo_ev": [-6.27, -9.40], "charge": 2, "spin_multiplicity": 8, "fmax_ev_per_a": 3.70, "e_homo_ha": [-0.4926, -0.4904]}


{"formula": "C42H36ClI2N7O3Tm", "method": "ωB97M-V/def2-TZVPD", "species": ["Tm", "I", "I", "Cl", "O", "O", "O", "N", "N", "N", "N", "N", "N", "N", "C", "C", "C", "C", "C", "C", "C", "C", "C", "C", "C", "C", "C", "C", "C", "C", "C", "C", "C", "C", "C", "C", "C", "C", "C", "C", "C", "C", "C", "C", "C", "C", "C", "C", "C", "C", "C", "C", "C", "C", "C", "C", "H", "H", "H", "H", "H", "H", "H", "H", "H", "H", "H", "H", "H", "H", "H", "H", "H", "H", "H", "H", "H", "H", "H", "H", "H", "H", "H", "H", "H", "H", "H", "H", "H", "H", "H", "H"], "xyz": [[-0.1451, -0.2951, 0.3232], [0.8412, 4.8232, 0.2501], [-2.8814, 1.4101, 0.7299], [5.5284, 3.3568, 3.1014], [1.1155, -0.2212, -1.3569], [0.3540, 4.7096, -3.6034], [0.5288, 1.7596, 0.4785], [3.8002, 1.6215, -2.7891], [-1.2821, 1.3286, -2.0184], [2.0632, -0.2063, 1.5962], [-1.5844, -2.1312, 1.6921], [-0.5418, 0.8272, 3.1921], [-1.6611, -1.7504, -1.2423], [0.6633, -2.7397, 0.1143], [-4.8804, 2.1481, -1.5755], [3.1286, 2.5810, -3.4636], [0.4320, -5.0798, 0.5695], [3.6968, 1.4497, 2.2150], [-1.0489, 0.1507, 4.2453], [1.6715, 2.0945, 1.0157], [-3.5551, 1.7830, -1.2690], [1.2347, -5.4226, -0.4919], [-2.9767, -3.7165, -2.6772], [4.5548, 0.3904, 2.6709], [-2.5048, -2.6067, -0.6386], [-0.5191, 2.1462, 3.2540], [-0.9989, 2.8574, 4.3566], [1.1831, 3.7730, -4.2950], [-3.1947, -3.6162, -1.3267], [-3.0253, 1.9443, -3.6270], [4.0671, 2.8444, 2.2734], [1.8418, -4.3944, -1.1982], [-1.5650, 0.7633, 5.3865], [-4.3312, 2.3223, -3.9209], [1.4983, -3.1163, -0.8935], [-0.9863, -1.3319, 4.0763], [-0.4079, 2.0138, -2.6710], [3.8779, -0.3912, -1.4934], [1.6903, 0.7430, -2.0364], [-2.7518, -2.4134, 0.8316], [-5.2515, 2.3614, -2.8922], [-2.0761, -1.7796, 3.0825], [1.0195, 1.7603, -2.6731], [0.1236, -3.7394, 0.8284], [2.8240, -1.1553, 2.0336], [-2.6225, 1.6689, -2.2873], [-1.5275, 2.1626, 5.4365], [-1.4494, -1.8775, -2.5680], [2.1359, 3.4069, 0.9810], [-0.8316, -3.4054, 1.9013], [-2.0257, -2.8887, -3.2926], [3.3118, 3.7916, 1.6587], [3.1130, 0.7180, -2.1396], [4.1411, -0.8919, 2.5439], [2.5144, 1.0890, 1.6399], [1.7546, 2.6971, -3.4513], [-3.4616, -4.4490, -3.3537], [5.4487, 0.6299, 3.1774], [1.4770, -6.4573, -0.6877], [-1.8594, 2.7538, 6.2523], [-5.6549, 2.1285, -0.7779], [3.8671, -1.2880, -2.0790], [-0.2749, 2.6802, 2.3165], [-2.5758, -2.6522, 3.5016], [-6.2633, 2.6633, -3.1095], [-4.6878, 2.5097, -4.8971], [-0.2181, -3.2151, 2.7938], [-1.1059, -1.8425, 5.0189], [-2.2867, 1.9381, -4.3765], [2.4824, -2.1885, 1.9901], [3.5399, 4.8334, 1.7583], [4.7654, -1.7007, 2.8975], [2.0181, 4.2624, -4.8061], [2.4642, -4.6206, -2.0448], [1.8638, -2.2622, -1.4362], [0.5373, 3.3776, -5.1477], [0.8374, 5.1719, -2.8765], [-0.9748, 3.9061, 4.3382], [-2.8397, -0.9990, 2.9870], [-0.0360, -5.8934, 1.1773], [4.9469, -0.0485, -1.4424], [-3.2506, -3.3565, 1.2359], [-1.5606, -4.1850, 2.1962], [-0.7274, 2.8780, -3.2774], [-0.0191, -1.6029, 3.7242], [-0.7323, -1.1525, -3.0049], [3.4981, -0.6006, -0.5082], [-1.9359, 0.1650, 6.2064], [-3.8065, -4.3427, -0.7936], [3.7453, 3.2521, -4.0737], [-3.4609, -1.5797, 0.8967], [-1.8426, -3.0404, -4.3616]], "forces_ev_per_angstrom": [[0.145, 0.139, -0.355], [-0.211, 0.379, -0.278], [-0.559, 0.282, -0.632], [-0.366, -0.352, -0.165], [-0.355, -0.365, -0.014], [0.385, 0.508, 0.492], [0.088, -0.390, 0.350], [-0.150, 0.394, -0.555], [0.322, 0.043, 0.038], [-1.019, 0.316, -0.462], [0.271, -0.160, 0.587], [-0.441, -0.581, -0.035], [-0.544, -0.094, 0.245], [0.106, -1.070, -0.121], [-0.048, -0.892, 1.214], [0.233, -0.158, 0.024], [-1.065, -0.832, 0.681], [2.466, 0.595, 0.894], [0.663, 0.298, 0.190], [0.179, 0.050, -0.463], [-0.620, -0.093, -0.185], [0.731, 0.148, 0.553], [0.510, -0.397, -1.468], [-1.440, 0.602, -0.218], [0.483, -0.162, -0.377], [-0.785, 1.088, -0.445], [0.098, -1.571, -0.111], [-1.017, 0.405, -1.228], [0.285, 0.155, 0.474], [-1.005, 0.305, 1.420], [0.339, -0.560, 0.043], [-0.500, -0.894, -0.435], [0.420, 0.466, -0.491], [0.750, -0.799, 1.188], [-0.293, 1.733, 0.716], [-1.073, 0.265, -0.232], [-0.457, -0.479, 0.331], [1.456, 1.176, 0.207], [0.681, -0.550, 0.230], [-0.845, -0.967, 0.726], [-0.224, 0.597, 0.465], [-0.204, 0.045, -0.558], [-0.427, 1.545, -0.826], [0.289, -0.669, -1.092], [1.650, -0.318, 0.488], [0.069, 0.454, -0.875], [0.582, -0.303, -1.021], [0.971, 0.547, 0.400], [-0.046, -0.735, 0.726], [-0.171, 1.236, 1.180], [-0.973, -0.307, -0.566], [-0.574, -0.445, 0.051], [-0.175, -0.092, -0.003], [-0.787, -0.477, 0.060], [-1.697, 0.418, -1.062], [1.181, -0.702, 0.381], [0.175, 0.331, 0.932], [1.007, 0.241, 0.213], [-0.131, -0.047, -0.123], [-0.452, 0.042, 0.835], [0.725, 0.287, -0.642], [-0.151, -0.623, -0.409], [0.189, -0.362, 0.787], [-0.217, -0.252, -0.115], [-0.212, -0.136, 0.045], [0.068, 0.232, -1.017], [-0.135, -0.311, -0.121], [-0.231, -0.133, 0.345], [0.722, -0.272, -0.865], [-0.139, 0.210, -0.079], [0.301, 0.311, -0.114], [-0.093, -0.094, -0.072], [-0.099, 0.171, 0.114], [0.270, 0.144, -0.113], [0.229, 0.019, -0.238], [0.608, 0.324, 1.163], [-0.261, -0.765, -0.877], [0.041, 1.233, 0.039], [0.178, -0.108, -0.072], [0.375, 0.934, -0.520], [-0.977, -0.426, 0.094], [0.257, 1.128, -0.480], [0.491, -0.035, -0.479], [0.076, -0.469, 0.313], [0.906, -0.045, -0.375], [-0.567, -0.571, 0.353], [-0.052, -0.189, 0.372], [-0.068, 0.016, -0.001], [-0.048, 0.383, -0.103], [-0.250, -0.161, 0.358], [0.084, -0.115, 0.297], [0.100, 0.332, 0.480]], "e_lumo_ev": [-2.53, -2.53], "charge": 1, "de_lowest_kcal_mol": 0.0, "spin_multiplicity": 3, "fmax_ev_per_a": 2.69, "e_homo_ha": [-0.3541, -0.3544]}